Entry from the Open Molecules 2025 dataset: the molecule C3H7NOS2 (ωB97M-V with the def2-TZVPD basis set).

Properties
ΔE to the lowest compared entry with this formula, charge and spin (kJ/mol): 137.9
SMILES: N[C@@H](C=O)CSS

Last column: natural (NBO) charge in e.
Positions of all 14 atoms, in Å:
N (0.920590, 0.310342, -1.118341)  -0.8787
C (-0.252954, 0.619292, -0.347820)  -0.1646
C (-1.461642, 0.354443, -1.268405)  0.4576
O (-2.570255, 0.703560, -0.980129)  -0.5095
C (-0.542033, -0.133002, 0.939129)  -0.5541
S (0.600248, 0.125206, 2.317224)  0.1217
S (2.418792, -0.575070, 1.748517)  -0.1428
H (1.787133, 0.184244, -0.630271)  0.3951
H (0.824280, -0.160735, -1.999550)  0.3748
H (-0.386777, 1.709072, -0.265813)  0.2038
H (-1.301214, -0.344935, -2.120933)  0.1004
H (-1.465736, 0.288812, 1.336460)  0.2527
H (-0.743327, -1.184686, 0.719600)  0.2193
H (2.172900, -1.896539, 1.670327)  0.1244

Cartesian forces, eV/Å:
0.2 0.3 0.4
-0.8 0.6 -2.0
-0.1 -1.1 0.8
-0.1 0.3 -0.2
0.1 0.3 -0.1
-0.5 -0.1 0.2
0.4 -0.1 -0.3
0.0 -0.2 -0.1
0.0 -0.2 0.2
0.5 -0.1 0.8
0.2 0.3 -0.2
-0.1 0.0 0.1
0.3 -0.1 0.2
-0.1 0.0 0.2

---

Entry from the Open Molecules 2025 dataset: the molecule C3H7NOS2 (ωB97M-V with the def2-TZVPD basis set).

Properties
ΔE to the lowest compared entry with this formula, charge and spin (kJ/mol): 622.6
SMILES: CS/C(CS)=N\O

Last column: natural (NBO) charge in e.
Positions of all 14 atoms, in Å:
C (-1.674560, -0.934117, -1.074644)  -0.7931
S (-0.859713, 0.671005, -0.753829)  0.1778
C (0.417328, 0.136803, 0.361292)  -0.0076
C (0.583725, 0.852027, 1.621121)  -0.4960
S (1.216830, 2.649252, 0.941055)  -0.1233
N (1.338808, -0.650584, -0.024075)  -0.1630
O (1.509074, -1.260825, -1.246644)  -0.5279
H (-1.514108, -1.342353, -2.310936)  0.2508
H (-1.220478, -1.617591, -0.115817)  0.2559
H (-2.829873, -0.549363, -0.948350)  0.2408
H (1.437567, 0.287823, 2.329455)  0.2680
H (-0.365914, 1.079542, 2.306578)  0.2540
H (0.043459, 2.869120, -0.192105)  0.1718
H (1.917856, -2.190737, -0.893101)  0.4915

Cartesian forces, eV/Å:
-1.0 -0.6 -0.5
-0.3 0.0 -0.3
0.0 -0.7 -2.9
0.9 1.3 3.1
-2.8 -1.0 -1.3
1.4 -0.7 2.8
-0.1 -2.7 1.3
-0.3 1.0 4.2
-1.9 1.3 -3.3
2.8 -1.9 -0.2
-2.1 2.0 -2.1
2.0 -0.7 -1.9
2.7 -0.7 2.8
-1.2 3.4 -1.6

---

Entry from the Open Molecules 2025 dataset: a cluster of 2 separate species, C3H7NOS2 in total (ωB97M-V with the def2-TZVPD basis set).

Properties
ΔE to the lowest compared entry with this formula, charge and spin (kJ/mol): 363.2

Last column: natural (NBO) charge in e.
Positions of all 14 atoms, in Å:
C (1.645918, 0.887269, 0.179447)  0.8287
C (-1.142112, 1.371465, -0.003545)  -0.6690
C (-0.962893, 0.050833, 0.609351)  -0.4783
N (1.789305, 0.445341, -0.917319)  -0.7390
O (1.848620, 1.458295, 1.174653)  -0.5299
S (-1.362256, -1.352854, -0.230768)  0.5083
S (0.570075, -2.522963, -1.232898)  -0.4870
H (-0.264738, 1.706741, -0.643088)  0.2331
H (-1.259428, 1.965568, 0.898570)  0.2422
H (-2.063305, 1.383046, -0.459467)  0.2217
H (-0.124235, -0.139219, 1.228807)  0.2045
H (1.575498, -0.345753, -1.344118)  0.4163
H (-1.242084, -2.311084, 0.683841)  0.1338
H (0.991635, -2.596686, 0.056533)  0.1145

Cartesian forces, eV/Å:
2.5 0.3 0.0
2.1 0.3 1.1
-0.1 -2.9 -1.4
0.8 4.0 1.4
-1.0 0.2 0.8
0.4 1.2 0.0
-0.5 -0.1 0.5
-1.5 -0.1 0.7
0.3 0.9 -0.2
-1.9 0.4 -1.6
0.3 0.2 1.2
-1.4 -4.4 -2.2
0.1 0.1 0.3
0.1 -0.1 -0.5

---

Entry from the Open Molecules 2025 dataset: a cluster of 2 separate species, C3H7NOSi in total (ωB97M-V with the def2-TZVPD basis set).

Properties
ΔE to the lowest compared entry with this formula, charge and spin (kJ/mol): 521.3

Last column: natural (NBO) charge in e.
Positions of all 13 atoms, in Å:
C (0.059430, -1.856355, 1.512700)  -0.1315
C (-1.386046, 1.249116, -1.101968)  -0.1450
C (0.432161, -0.002333, -1.745166)  -0.1470
N (-0.503623, -2.818367, 1.749406)  -0.2953
O (-0.804184, 0.124281, -1.436128)  -0.3432
Si (0.755624, -0.183511, 1.612746)  0.8449
H (0.437926, 0.712356, 0.647014)  -0.1616
H (-2.338547, 1.211775, -0.781211)  0.1603
H (-0.961144, 2.209355, -0.990049)  0.1566
H (0.633908, -0.978249, -2.164766)  0.1832
H (1.071654, 0.938019, -1.927129)  0.1628
H (2.119152, -0.740913, 1.663177)  -0.1384
H (0.483688, 0.134826, 2.961373)  -0.1459

Cartesian forces, eV/Å:
-0.8 0.7 -0.4
1.2 -0.1 -0.3
2.6 0.7 -1.0
-0.5 -1.4 0.1
-1.5 1.2 0.4
2.0 -2.5 1.4
-0.7 1.8 -1.8
-3.1 -0.9 0.8
1.5 0.5 -0.4
0.4 0.2 0.0
-1.1 -1.7 0.3
0.5 0.8 -0.3
-0.5 0.8 1.1

---

Entry from the Open Molecules 2025 dataset: a structure of composition C3H7NOSi (ωB97M-V with the def2-TZVPD basis set).

Properties
ΔE to the lowest compared entry with this formula, charge and spin (kJ/mol): 433.1

Last column: natural (NBO) charge in e.
Positions of all 13 atoms, in Å:
C (1.987059, 0.641600, 0.045887)  -0.3313
C (0.680692, 0.533550, 0.417670)  -0.2649
C (-0.404957, 1.208358, -0.171805)  -0.0729
N (-1.606092, 0.799814, 0.025941)  -0.1799
O (-2.672256, 1.465200, -0.103771)  -0.5122
Si (-1.583453, -0.955583, 0.106509)  1.0290
H (2.599443, -0.191011, 0.398914)  0.2016
H (2.390771, 1.462761, -0.398185)  0.1962
H (0.484497, -0.285431, 1.153507)  0.2170
H (-0.382897, 2.307414, -0.255343)  0.2162
H (-0.603953, -1.235924, -0.921133)  -0.1712
H (-2.735739, -1.470843, -0.411845)  -0.1739
H (-1.118637, -1.501169, 1.474388)  -0.1537

Cartesian forces, eV/Å:
-2.4 -2.6 2.6
2.9 -2.0 -0.3
-0.3 4.3 1.4
-0.7 -0.4 0.0
-0.4 0.2 -0.1
1.7 -1.6 1.3
0.4 0.8 0.1
1.0 1.9 -1.8
0.1 0.7 -0.9
0.4 -0.4 -0.7
0.5 -0.5 -0.1
-2.5 -0.8 -0.4
-0.7 0.3 -0.9

---

Entry from the Open Molecules 2025 dataset: the molecule C3H7NP2 (ωB97M-V with the def2-TZVPD basis set).

Properties
ΔE to the lowest compared entry with this formula, charge and spin (kJ/mol): 88.0

Last column: natural (NBO) charge in e.
Positions of all 13 atoms, in Å:
C (-0.642979, 0.266724, 0.147787)  -0.4770
C (0.469366, 1.301414, 0.604109)  -0.6266
C (-0.537336, -1.222220, 0.557620)  -0.6284
N (0.587847, -0.383396, -2.185800)  -1.1880
P (-0.710506, 0.448340, -1.771154)  0.7232
P (1.908933, -1.122851, -2.239033)  0.6927
H (0.266537, 1.534391, 1.735405)  0.2043
H (0.438958, 2.265727, 0.309346)  0.2159
H (1.526588, 0.949805, 0.518331)  0.2098
H (-0.905688, -1.488562, 1.602948)  0.2244
H (0.507481, -1.532674, 0.351661)  0.2069
H (-1.287796, -1.741223, -0.122251)  0.2199
H (-1.621404, 0.724526, 0.491032)  0.2230

Cartesian forces, eV/Å:
0.0 1.7 -0.5
-0.1 -3.6 4.2
-1.1 0.2 -0.2
-0.1 0.3 0.7
-0.8 0.1 0.4
0.7 -0.5 -0.4
0.7 -1.0 -1.5
-0.6 2.9 -2.2
-0.9 0.0 0.0
1.0 0.7 -1.1
-0.8 -0.3 0.3
1.2 0.2 0.7
0.9 -0.7 -0.5